Record 1
Below is 5 unconnected molecules or ions with the total composition C21H23F15NO14PS, with properties calculated with wB97M-V/def2-TZVPD.

Atoms and positions in Å:
N  8.33092  0.97412  -2.28000
P  7.92398  0.92513  -3.95368
O  9.29577  1.47213  -4.61214
C  6.88030  2.45496  -4.06334
C  5.56064  2.55394  -3.85293
S  4.54911  1.16750  -3.40526
O  4.57934  1.07677  -1.97678
O  4.97947  0.02799  -4.14610
C  2.76758  1.43539  -3.95624
F  2.59287  0.72379  -5.07577
F  1.98532  0.96170  -2.98375
F  2.47099  2.70068  -4.20553
C  5.17519  3.99378  -3.99633
O  4.17210  4.56486  -3.75681
O  6.30013  4.67703  -4.42523
C  7.37314  3.83479  -4.38135
O  8.49052  4.16037  -4.55358
H  8.72595  1.88859  -2.05823
H  7.46082  0.91126  -1.74992
H  9.81551  0.72608  -4.93351
C  -0.41607  0.63477  -1.17777
C  -0.73378  2.06983  -0.82661
O  -2.11346  2.39082  -1.11299
C  -2.99375  2.01525  -0.20587
O  -2.78085  1.44224  0.82238
C  -4.40336  2.46986  -0.63006
F  -4.63819  2.21729  -1.91850
F  -4.53975  3.78977  -0.43839
F  -5.32654  1.84340  0.09793
H  -0.66852  0.43045  -2.21847
H  0.63935  0.43846  -1.02600
H  -0.98831  -0.05582  -0.55790
H  -0.14875  2.75563  -1.43519
H  -0.51557  2.28587  0.21807
C  2.37945  -3.57777  3.50301
C  1.90643  -2.31570  2.81758
O  2.29714  -2.29594  1.42625
C  1.53150  -2.97951  0.59746
O  0.54997  -3.60853  0.86613
C  2.05377  -2.81884  -0.84353
F  3.37855  -2.95470  -0.90482
F  1.73217  -1.59512  -1.29541
F  1.49917  -3.71879  -1.64666
H  3.45679  -3.69382  3.38503
H  2.14446  -3.53482  4.56545
H  1.89950  -4.45883  3.07902
H  2.37615  -1.43839  3.25525
H  0.82735  -2.19344  2.89637
C  -2.21095  -4.56403  -0.06873
C  -3.61548  -4.44441  0.47800
O  -4.48391  -5.47342  -0.04662
C  -4.40945  -6.65308  0.54428
O  -3.71075  -6.96176  1.46300
C  -5.42216  -7.61812  -0.10491
F  -5.38476  -7.53697  -1.43863
F  -6.66214  -7.31040  0.29935
F  -5.16279  -8.87165  0.24871
H  -2.23075  -4.55952  -1.15988
H  -1.60555  -3.73628  0.27481
H  -1.73993  -5.49181  0.25177
H  -4.07097  -3.50636  0.16841
H  -3.62734  -4.47729  1.56642
C  -5.68711  3.07290  2.87078
C  -4.25189  3.51708  3.03933
O  -4.13308  4.55340  4.03934
C  -4.10224  4.14727  5.29660
O  -4.15784  3.02341  5.69804
C  -3.92979  5.36595  6.22579
F  -4.73838  6.36820  5.86880
F  -2.66468  5.80511  6.16331
F  -4.19837  5.03410  7.48316
H  -6.32791  3.92727  2.64796
H  -5.77104  2.35360  2.06432
H  -6.05931  2.61144  3.78527
H  -3.87630  3.96736  2.12384
H  -3.59951  2.68350  3.29228

Output
**Strongest force on any atom**: 1.3 eV/A
**ΔE to the lowest compared entry with this formula, charge and spin**: 0.0 kJ/mol



Record 2
Below is C4H3NO in the gas phase, with properties calculated with wB97M-V/def2-TZVPD.

Atoms and positions in Å:
O  0.62940  1.11820  -1.04754
C  0.82278  0.43964  0.15533
C  -0.49405  -0.13997  0.70576
C  -1.02054  0.15535  1.87292
C  -1.25055  -1.04639  -0.10294
N  -1.85452  -1.76966  -0.77719
H  0.40433  0.47725  -1.73616
H  1.22936  1.15726  0.87043
H  1.53380  -0.39168  0.05940

Output
**Strongest force on any atom**: 1.1 eV/A
**ΔE to the lowest compared entry with this formula, charge and spin**: 325.1 kJ/mol



Record 3
Below is a gas-phase ion, C24H25N2O5 (charge -1), with properties calculated with wB97M-V/def2-TZVPD.

Atoms and positions in Å:
C  -3.27566  3.01110  2.23653
C  -1.98124  2.99291  3.01625
C  -1.89429  4.20813  3.95810
O  -1.85518  1.83160  3.88185
C  -1.41373  0.64340  3.37562
O  -1.62820  -0.37548  4.03490
C  -0.78380  0.70645  2.05630
C  -0.57156  -0.58726  1.44904
C  -0.32829  -0.59931  -0.06504
C  -0.79526  0.37083  -1.00025
C  -0.49014  0.33182  -2.37767
C  0.37003  -0.70615  -2.83707
N  0.78250  -0.74331  -4.13294
C  0.26353  0.16771  -5.14515
C  -0.17496  1.49718  -4.58495
C  -1.03728  1.35377  -3.32480
C  1.68207  -1.77826  -4.62222
C  2.59636  -2.30735  -3.55163
C  1.83726  -2.71227  -2.28959
C  0.86010  -1.66695  -1.90036
C  0.45038  -1.62619  -0.57873
C  -0.36726  1.98845  1.51021
O  0.32700  2.18189  0.51387
O  -0.83135  3.10348  2.16347
H  -3.35770  2.15737  1.57005
H  -4.12694  3.02026  2.92179
H  -3.32799  3.92799  1.64360
H  -0.93803  4.16653  4.51352
H  -1.93197  5.14091  3.37041
H  -2.73700  4.18449  4.66801
H  -1.32815  -1.39847  1.67324
H  -1.46016  1.12925  -0.58718
H  1.07349  0.31873  -5.86256
H  -0.55519  -0.31674  -5.70099
H  0.70934  2.08652  -4.32655
H  -0.73228  2.03702  -5.35266
H  -2.07655  1.09885  -3.61019
H  -1.09270  2.32208  -2.80428
H  1.07902  -2.58546  -5.05944
H  2.25196  -1.31440  -5.43152
H  3.14905  -3.15701  -3.94198
H  3.31340  -1.52905  -3.27381
H  1.33790  -3.68970  -2.40645
H  2.55175  -2.82332  -1.46079
H  0.71890  -2.47531  0.06725
N  0.40762  -1.34249  2.42403
C  0.48788  -2.73260  2.40547
O  -0.04018  -3.40898  1.49022
C  1.27865  -3.44062  3.45370
C  2.08560  -2.68822  4.26500
C  2.13128  -1.27229  4.12679
C  1.28561  -0.68459  3.20591
H  1.25436  -4.54967  3.45402
H  2.74748  -3.19819  5.01127
H  2.81642  -0.64172  4.72162
H  1.28410  0.37262  3.04679

Output
**Strongest force on any atom**: 2.6 eV/A
**Net charge**: -1
**ΔE to the lowest compared entry with this formula, charge and spin**: 0.0 kJ/mol



Record 4
Below is C5H9NO2 in the gas phase, with properties calculated with wB97M-V/def2-TZVPD.

Atoms and positions in Å:
O  -0.14469  0.38004  2.61389
C  0.17719  -0.04613  1.53035
N  0.53705  -1.45020  1.59759
C  0.84446  -2.29566  0.50345
O  0.95950  -3.47318  0.64592
C  0.38822  0.74891  0.25682
C  -0.56137  0.37146  -0.87240
C  -0.91043  1.65072  -1.67073
H  0.72500  -1.86549  2.49565
H  0.94657  -1.66953  -0.38602
H  1.47265  0.65680  0.17771
H  0.19693  1.75117  0.64359
H  -0.10172  -0.41427  -1.47877
H  -1.45937  -0.09437  -0.50073
H  -1.57547  1.41411  -2.50986
H  0.04096  2.05833  -1.99786
H  -1.53549  2.27730  -1.04859

Output
**Strongest force on any atom**: 3.1 eV/A
**ΔE to the lowest compared entry with this formula, charge and spin**: 61.4 kJ/mol



Record 5
Below is a molecular structure, C3H12N2O, with properties calculated with wB97M-V/def2-TZVPD.

Atoms and positions in Å:
C  2.53976  -1.02760  -0.08738
N  1.09363  -1.39600  -0.12660
H  2.75520  -0.46291  0.82196
H  3.24430  -1.87814  -0.12392
H  2.72566  -0.41839  -0.94761
H  0.65726  -0.01759  -0.19918
H  0.86519  -1.83644  0.75547
H  0.91101  -2.12655  -0.83793
C  -0.32431  0.68585  0.46594
O  0.90941  1.13489  -0.23083
C  -1.54727  0.41384  -0.43344
N  -2.79671  0.47360  0.39654
H  -0.34481  -0.10602  1.24674
H  -0.62168  1.59110  1.02873
H  -1.53296  1.11815  -1.28003
H  -1.51505  -0.61436  -0.83189
H  -2.86367  1.45808  0.69553
H  -3.64332  0.23824  -0.04157

Output
**Strongest force on any atom**: 5.6 eV/A
**ΔE to the lowest compared entry with this formula, charge and spin**: 300.8 kJ/mol



Record 6
Below is a molecular structure, C46H49N6O4PtSTe, with properties calculated with wB97M-V/def2-TZVPD.

Atoms and positions in Å:
Pt  -1.49693  -0.20029  -0.23391
C  5.46362  1.44614  -1.98771
C  4.10553  1.21243  -1.40959
C  3.73833  1.78068  -0.16550
C  2.51241  1.56472  0.38672
C  2.12857  2.20153  1.71946
O  0.96531  2.43179  1.99009
C  3.20772  2.59214  2.67460
C  4.39873  1.87687  2.82124
C  5.34643  2.28630  3.74579
C  5.12509  3.42778  4.50845
C  3.94743  4.14828  4.36035
C  2.98669  3.72526  3.45601
C  1.52443  0.78906  -0.36941
O  0.39761  0.67449  0.12214
C  1.88449  0.22640  -1.66838
C  3.16493  0.42635  -2.11315
C  0.89031  -0.43181  -2.56407
N  -0.34199  -0.59626  -2.22175
C  -1.37109  -0.83968  -3.24525
C  -1.85058  0.51941  -3.74696
Te  -2.09817  1.88206  -2.10079
C  -0.30287  2.95866  -2.29534
C  0.25570  3.49219  -1.13862
C  1.38944  4.28933  -1.23223
C  1.96205  4.54776  -2.47240
C  1.38892  4.02506  -3.62532
C  0.24657  3.23773  -3.54133
C  1.35045  -0.82971  -3.93558
C  1.52672  -2.18106  -4.21875
C  1.95103  -2.57753  -5.47966
C  2.18566  -1.62770  -6.46613
C  2.01407  -0.27813  -6.18478
C  1.60759  0.12255  -4.91856
H  6.10854  1.98697  -1.29862
H  5.38867  2.02274  -2.91509
H  5.94171  0.49758  -2.24640
H  4.45468  2.40670  0.35423
H  4.58739  0.99271  2.22326
H  6.26219  1.72090  3.86605
H  5.87567  3.75689  5.21581
H  3.77717  5.03919  4.95182
H  2.05775  4.27234  3.34327
H  3.46875  -0.00576  -3.05885
H  -2.19606  -1.36834  -2.77034
H  -1.01454  -1.43671  -4.08209
H  -2.80050  0.45579  -4.27237
H  -1.11192  0.97279  -4.40507
H  -0.16769  3.27614  -0.16332
H  1.81883  4.71603  -0.33202
H  2.84328  5.17465  -2.54242
H  1.81220  4.25563  -4.59653
H  -0.22505  2.88598  -4.45239
H  1.34371  -2.92454  -3.44819
H  2.10387  -3.62892  -5.69141
H  2.50595  -1.93875  -7.45282
H  2.20609  0.46583  -6.94856
H  1.49919  1.17781  -4.68829
O  -1.82882  1.18962  1.84882
C  -2.87875  2.13099  1.82076
C  -3.98247  1.69431  0.88399
C  -5.08377  2.52928  0.73042
C  -6.09522  2.16604  -0.13290
C  -5.98548  0.96457  -0.82559
C  -4.86416  0.19410  -0.61656
N  -3.87403  0.54216  0.22171
H  -0.96396  1.62009  1.95706
H  -2.52607  3.12028  1.51816
H  -3.31007  2.23552  2.81791
H  -5.13459  3.45955  1.28666
H  -6.95469  2.80848  -0.27352
H  -6.75520  0.63567  -1.51031
H  -4.73469  -0.74431  -1.14877
C  2.04490  -1.75779  2.62508
N  0.92079  -1.54602  3.52230
C  1.27295  -1.11930  4.87249
C  -0.33923  -1.60493  3.02864
O  -0.54163  -1.50653  1.79980
N  -1.36358  -1.74044  3.92902
C  -2.71275  -1.40571  3.51269
C  -1.28728  -2.62593  5.08940
H  2.66465  -2.58503  2.97839
H  2.66538  -0.86403  2.59448
H  1.67848  -1.97824  1.62829
H  2.07448  -0.38249  4.80234
H  1.63195  -1.94496  5.48906
H  0.42649  -0.64761  5.35987
H  -2.67673  -0.74297  2.65427
H  -3.23380  -0.90383  4.33020
H  -3.28557  -2.30973  3.25872
H  -0.34054  -3.15425  5.11248
H  -2.08547  -3.37027  5.02064
H  -1.41615  -2.08866  6.03021
N  -4.64115  -6.85208  0.00954
C  -3.44438  -6.44400  0.30132
S  -2.24541  -7.43668  0.94530
C  -3.08604  -5.01444  0.11493
C  -1.89089  -4.65989  -0.50570
C  -1.59657  -3.31262  -0.63864
N  -2.39980  -2.34830  -0.17779
C  -3.52971  -2.69908  0.43876
C  -3.92270  -4.01712  0.60022
H  -4.93003  -7.81313  0.15225
H  -5.30927  -6.22811  -0.42710
H  -1.21162  -5.40732  -0.90078
H  -0.68261  -2.99216  -1.12409
H  -4.13252  -1.89354  0.83679
H  -4.84672  -4.24556  1.11944

Output
**Strongest force on any atom**: 1.5 eV/A
**Net charge**: +3
**2S+1**: 5
**ΔE to the lowest compared entry with this formula, charge and spin**: 0.0 kJ/mol